1.
{"formula": "C31H38AuN7O5S", "method": "the ωB97M-V functional and the def2-TZVPD basis", "symbols": ["Au", "C", "C", "C", "C", "C", "C", "C", "C", "N", "C", "C", "C", "C", "H", "H", "H", "H", "H", "H", "H", "H", "H", "H", "H", "H", "H", "H", "H", "H", "H", "H", "O", "C", "O", "H", "N", "C", "C", "C", "C", "N", "C", "C", "H", "H", "H", "H", "S", "C", "N", "C", "C", "C", "N", "H", "H", "H", "H", "C", "C", "C", "C", "C", "C", "O", "N", "C", "O", "N", "C", "O", "H", "H", "H", "H", "H", "H", "H", "H", "H", "H", "H"], "positions_angstrom": [[0.191962, 0.806191, -0.396456], [-0.163144, -5.434516, -0.037692], [0.187224, -4.183914, -0.799634], [-0.002569, -4.108358, -2.173073], [0.318705, -2.946333, -2.866694], [0.110998, -2.851531, -4.355301], [0.845664, -1.871397, -2.171125], [1.043927, -1.903868, -0.785157], [0.690959, -3.080749, -0.120343], [1.537949, -0.748514, -0.149222], [2.387165, -0.849031, 1.063962], [1.621827, -0.943440, 2.387666], [3.366300, -2.028403, 0.963394], [3.246544, 0.420067, 1.140257], [-0.626524, -6.175961, -0.687618], [-0.857156, -5.216164, 0.774956], [0.726913, -5.884917, 0.406245], [-0.409629, -4.959382, -2.707642], [-0.382382, -3.742910, -4.740793], [1.062162, -2.742065, -4.880363], [-0.507386, -1.988832, -4.609930], [1.107355, -0.978840, -2.726439], [0.774985, -3.141027, 0.954503], [0.935909, -1.791791, 2.393810], [1.064024, -0.030699, 2.578885], [2.328422, -1.073429, 3.210686], [2.922717, -2.988069, 1.208934], [4.171392, -1.854666, 1.680036], [3.805840, -2.096684, -0.033540], [2.630751, 1.324435, 1.114644], [3.974163, 0.454116, 0.327532], [3.810591, 0.430937, 2.073908], [3.250908, 5.228259, 1.056891], [3.352873, 4.539353, 0.075672], [2.390930, 3.815281, -0.472435], [4.292934, 4.433316, -0.484460], [4.110210, 2.527659, -6.513157], [3.508793, 2.283314, -5.566691], [2.754231, 1.976322, -4.379570], [3.381147, 1.429215, -3.268397], [2.617325, 1.142553, -2.156067], [1.308085, 1.391575, -2.105538], [0.700877, 1.913048, -3.175507], [1.387169, 2.214608, -4.334694], [4.440346, 1.218422, -3.267729], [3.035062, 0.674035, -1.282835], [-0.357446, 2.105702, -3.095426], [0.861009, 2.629025, -5.181617], [-1.337100, 2.565222, -0.799955], [-1.124613, 3.659748, 0.572018], [0.084302, 4.157052, 0.849570], [0.186678, 4.937047, 1.924818], [-0.910908, 5.265858, 2.696143], [-2.127176, 4.758811, 2.278181], [-2.242687, 3.950678, 1.230023], [1.513044, 3.931120, 0.039215], [1.181495, 5.310798, 2.137158], [-0.821712, 5.900453, 3.564918], [-3.046605, 4.995987, 2.802659], [-2.131320, -2.975544, 2.491287], [-3.313074, -2.488110, 1.664853], [-3.305755, -0.965739, 1.426726], [-4.594671, -0.545168, 0.691143], [-4.692922, 0.955121, 0.445213], [-3.300649, -0.284917, 2.780429], [-4.162355, -0.471671, 3.607104], [-2.261208, 0.580721, 3.033033], [-1.218856, 0.913154, 2.183136], [-0.437980, 1.790712, 2.490705], [-1.108494, 0.189887, 1.022758], [-2.121423, -0.606800, 0.530713], [-2.076334, -1.007338, -0.613784], [-2.184422, -4.054219, 2.638951], [-2.118863, -2.513665, 3.480769], [-1.188857, -2.751385, 1.993328], [-4.246215, -2.725515, 2.177564], [-3.328549, -2.968948, 0.685174], [-5.433742, -0.886693, 1.299381], [-4.613659, -1.090902, -0.252735], [-4.703040, 1.516248, 1.382572], [-5.614612, 1.193934, -0.085526], [-3.859264, 1.323743, -0.154575], [-2.288568, 1.098380, 3.900198]], "forces_ev_per_angstrom": [[0.0, 0.1, -0.1], [0.0, 0.0, 0.0], [0.0, 0.0, 0.0], [0.0, 0.0, 0.0], [0.0, 0.0, 0.0], [0.0, 0.0, 0.0], [0.0, 0.0, 0.0], [-0.2, -0.2, 0.1], [0.0, 0.0, 0.0], [0.3, 0.1, -0.2], [-0.1, 0.2, 0.2], [-0.1, -0.2, 0.0], [0.1, 0.1, -0.1], [-0.1, 0.1, 0.0], [0.0, 0.0, 0.0], [0.0, 0.0, 0.0], [0.0, 0.0, 0.0], [0.0, 0.0, 0.0], [0.0, 0.0, 0.0], [0.0, 0.0, 0.0], [0.0, 0.0, 0.0], [0.0, 0.0, 0.0], [0.1, 0.0, 0.0], [0.0, 0.1, 0.1], [0.0, 0.0, 0.0], [0.0, 0.0, 0.0], [-0.1, 0.0, -0.1], [0.0, 0.0, 0.0], [0.0, 0.0, 0.0], [0.0, 0.0, 0.0], [0.0, 0.0, 0.0], [0.0, 0.0, 0.0], [0.0, 0.0, 0.1], [0.0, -0.1, -0.1], [0.0, 0.0, 0.0], [0.0, 0.0, 0.0], [0.0, 0.0, 0.0], [0.0, 0.0, 0.0], [0.0, 0.0, 0.0], [0.0, 0.0, 0.0], [0.1, 0.1, 0.0], [0.1, -0.1, 0.1], [0.0, 0.1, 0.0], [0.0, 0.0, 0.0], [0.0, 0.0, 0.0], [0.0, 0.0, 0.0], [0.0, 0.0, 0.0], [0.0, 0.0, 0.0], [0.0, 0.0, -0.1], [0.0, 0.0, 0.0], [-0.1, 0.0, 0.1], [0.1, 0.0, -0.1], [0.0, 0.0, 0.0], [0.0, 0.0, 0.0], [0.0, 0.0, 0.0], [0.1, 0.0, -0.1], [0.0, 0.0, 0.0], [0.0, 0.0, 0.0], [0.0, 0.0, 0.0], [0.0, 0.0, 0.0], [0.0, 0.0, 0.0], [0.0, 0.0, 0.0], [0.0, 0.0, 0.0], [0.0, 0.0, 0.0], [0.0, 0.0, 0.0], [0.0, 0.0, 0.0], [0.0, 0.1, 0.0], [0.0, -0.1, 0.0], [0.1, -0.2, 0.1], [0.1, 0.0, 0.1], [0.0, 0.0, 0.0], [0.0, 0.0, 0.0], [0.0, 0.0, 0.0], [0.0, 0.0, 0.0], [0.1, 0.0, 0.0], [0.0, 0.0, 0.0], [0.0, 0.0, 0.0], [0.0, 0.0, 0.0], [0.0, 0.0, 0.0], [0.0, 0.0, 0.0], [0.0, 0.0, 0.0], [0.0, 0.0, 0.0], [0.0, 0.0, 0.0]], "relative_energy_kcal_mol": 0.0, "lumo_energy_ev": -1.212, "e_tot_ev": -67961.5622}

=====

2.
{"formula": "C29H53BrCl2N5O10P3", "method": "the ωB97M-V functional and the def2-TZVPD basis", "symbols": ["C", "C", "O", "C", "C", "O", "C", "C", "N", "C", "O", "N", "P", "P", "O", "O", "O", "C", "N", "C", "Cl", "C", "C", "Cl", "N", "C", "C", "C", "C", "O", "C", "O", "C", "P", "C", "C", "C", "O", "Br", "H", "H", "H", "H", "H", "H", "H", "H", "H", "H", "H", "H", "H", "H", "H", "H", "H", "H", "H", "H", "H", "H", "H", "H", "H", "H", "H", "H", "H", "H", "H", "H", "H", "H", "H", "C", "C", "C", "C", "C", "C", "N", "O", "C", "C", "C", "H", "H", "H", "H", "H", "H", "H", "H", "H", "H", "H", "H", "H", "H", "H", "H", "H", "H"], "positions_angstrom": [[1.918810, 4.083776, -2.232563], [0.615517, 4.010256, -3.147572], [-0.301240, 5.043826, -2.721331], [-1.593867, 4.829881, -3.304799], [-2.618819, 4.283766, -2.227275], [-1.960500, 3.196608, -1.537759], [-2.892344, 2.359019, -0.865560], [-2.467980, 1.965231, 0.625075], [-1.878528, 3.083179, 1.386138], [-2.524741, 4.142936, 1.319424], [-2.991789, 5.175573, 1.092787], [-3.759779, 1.457952, 1.216869], [-3.782832, 1.507879, 2.980056], [-5.028315, 3.251248, 3.531528], [-5.564780, 3.963061, 2.320459], [-6.289761, 2.806429, 4.531837], [-4.113888, 4.392478, 4.361881], [-4.135426, 0.187220, 0.653515], [-5.402958, -0.016330, 0.206493], [-6.451589, 0.952588, 0.256116], [-7.313185, 1.366267, 1.795856], [-6.889001, 1.594947, -0.868642], [-8.036294, 2.657608, -0.838449], [-6.143095, 1.226666, -2.464591], [-3.252765, -0.948110, 0.552933], [-3.254149, -1.668930, 1.861313], [-2.851453, -3.212737, 1.733890], [-1.818045, -3.493204, 2.921386], [-0.358398, -3.068490, 2.538718], [0.608187, -3.469880, 3.559163], [1.895034, -3.215710, 3.097119], [2.386575, -3.854878, 2.202442], [-1.885318, -0.578898, 0.111392], [-1.630923, -0.800628, -1.784104], [-2.863603, -2.188030, -2.226973], [0.054378, -1.631465, -2.092307], [-1.366648, 0.806014, 0.656739], [-0.898859, 0.547740, 1.994609], [0.307758, 1.331246, -0.317699], [1.718567, 4.733710, -1.338228], [2.819229, 4.454201, -2.791157], [2.177030, 3.051053, -1.860711], [0.153404, 2.982828, -3.105461], [0.962955, 4.176786, -4.211439], [-1.496605, 4.162785, -4.205597], [-1.986009, 5.845450, -3.626801], [-3.589431, 3.947235, -2.686641], [-2.824429, 5.116446, -1.497559], [-3.850788, 2.962031, -0.736285], [-3.168197, 1.473595, -1.499722], [-4.462510, 0.357843, 3.511597], [-5.972002, 2.871905, 5.460011], [-3.962653, 5.117152, 3.714686], [-5.628275, -0.933995, -0.191878], [-7.608589, 3.634898, -0.457303], [-8.415910, 2.835164, -1.877405], [-8.874857, 2.392813, -0.144020], [-4.331236, -1.665239, 2.222674], [-2.664325, -1.161002, 2.677922], [-2.430363, -3.478731, 0.729257], [-3.758066, -3.846581, 1.959080], [-2.108705, -2.901932, 3.843034], [-1.820651, -4.574166, 3.225362], [-0.009881, -3.504162, 1.561100], [-0.295311, -1.942141, 2.477125], [2.531455, -2.384607, 3.524051], [-1.200794, -1.362367, 0.567397], [-2.299855, -2.940126, -2.861042], [-3.749716, -1.804136, -2.796782], [-3.181270, -2.767171, -1.308575], [0.480790, -2.102952, -1.167662], [0.741345, -0.804239, -2.442448], [-0.062222, -2.328598, -2.962370], [-0.097585, 1.081143, 2.159862], [4.037138, -2.332367, 0.152590], [5.321676, -1.489099, 0.046580], [6.317421, -1.927326, 1.138970], [6.959348, -3.296733, 0.924443], [7.067759, -3.693759, -0.548615], [7.053779, -2.512956, -1.539815], [5.831940, -1.735983, -1.313081], [5.706382, -0.698709, -2.142131], [6.993268, -3.131478, -2.947424], [8.363897, -1.717770, -1.421585], [4.945008, -0.035724, 0.374432], [3.299224, -2.014873, -0.589108], [3.576128, -2.232609, 1.136296], [4.228961, -3.394532, -0.010967], [7.116609, -1.183445, 1.216137], [5.826768, -1.918986, 2.118790], [7.953097, -3.294268, 1.382741], [6.389015, -4.062730, 1.457683], [7.966649, -4.301087, -0.690294], [6.231598, -4.361614, -0.781931], [6.053441, -3.669086, -3.098512], [7.809033, -3.845913, -3.093212], [7.079515, -2.375337, -3.730562], [9.222070, -2.369361, -1.613490], [8.509088, -1.278281, -0.432478], [8.409587, -0.907163, -2.151858], [4.528906, 0.031527, 1.384461], [4.186236, 0.356014, -0.305167], [5.816506, 0.622625, 0.334946]], "forces_ev_per_angstrom": [[-0.4, -0.5, 0.0], [1.5, -0.1, 0.3], [-0.3, -1.1, -0.8], [-0.7, 0.6, 0.2], [0.9, 0.4, -0.4], [-0.8, -0.2, 0.1], [-1.0, 1.1, 0.3], [1.1, -0.8, -1.2], [-2.0, 0.3, -0.1], [1.2, -0.7, -1.4], [-0.1, 0.1, 0.9], [-0.2, -2.0, -0.3], [1.5, 0.4, 1.6], [-2.3, 2.4, -1.2], [0.9, -1.2, 1.2], [2.5, 0.6, 0.2], [-0.7, -1.7, -0.7], [1.0, 0.4, -0.4], [-1.0, 0.5, 0.5], [-0.3, 0.7, -1.4], [1.0, -0.8, -1.1], [-0.5, 0.0, 1.0], [0.7, 0.2, -0.4], [-0.6, 0.4, 1.5], [-0.4, 1.8, 0.9], [-1.1, -1.3, 0.4], [0.4, 0.6, 1.7], [0.6, -0.3, 0.0], [-0.3, 0.4, -0.4], [0.6, 0.9, -0.3], [0.6, -0.7, -0.9], [-0.7, 0.3, 0.9], [1.2, -1.2, 0.1], [-0.6, 0.0, -1.1], [0.6, -1.0, 0.5], [0.0, 0.7, 0.2], [0.4, -0.5, 0.7], [-0.4, 0.3, -0.8], [-0.9, 0.0, 0.2], [0.2, -0.6, -0.9], [-1.0, -0.2, 0.5], [-0.2, 1.0, -0.3], [0.3, 1.1, 0.2], [-0.7, 0.0, 0.9], [-0.3, 0.5, 0.9], [0.4, -1.2, 0.2], [0.9, 0.3, 0.2], [0.1, -0.8, -0.6], [0.9, -0.8, 0.1], [0.5, 0.5, 0.8], [-0.4, 0.7, -0.9], [-0.5, -0.1, -0.5], [-0.3, -0.5, 0.4], [0.3, 0.6, 0.3], [-0.4, -1.1, -0.4], [0.3, -0.3, 1.0], [0.9, 0.0, -0.8], [1.2, 0.1, -0.4], [-0.2, -0.4, -1.1], [-0.4, 0.3, 0.9], [0.9, 0.7, -0.6], [0.2, -0.7, -1.0], [0.1, 0.9, -0.4], [-0.6, 0.3, 0.8], [-0.2, -1.0, -0.1], [-1.2, -0.6, 0.4], [-0.7, 1.1, -0.3], [-0.7, 1.0, 0.5], [0.9, -0.3, 0.7], [0.1, 0.7, -1.0], [-0.3, 0.2, -1.0], [-0.7, -1.0, 0.6], [0.1, 0.4, 1.0], [-0.7, -0.1, -0.1], [-0.2, 0.0, 0.2], [-0.7, -0.6, 1.0], [0.4, -0.1, 0.0], [0.1, -0.1, 0.2], [-0.3, -0.2, 0.1], [0.4, -1.2, 0.0], [0.6, 2.0, -0.7], [-0.1, -0.8, 0.4], [-0.1, 0.2, -0.3], [0.1, 0.4, 0.0], [0.1, 0.2, -0.6], [0.2, 0.1, -0.1], [0.2, 0.1, -0.1], [0.1, 0.0, 0.0], [-0.1, 0.1, -0.1], [-0.2, 0.1, -0.2], [-0.1, 0.0, 0.0], [0.0, 0.0, -0.1], [0.0, 0.2, -0.2], [0.0, 0.2, -0.2], [0.0, 0.1, 0.1], [0.0, 0.1, 0.2], [-0.1, 0.1, 0.2], [-0.2, -0.1, 0.0], [-0.1, 0.0, 0.0], [-0.2, 0.0, 0.0], [0.1, -0.3, 0.0], [0.2, -0.1, -0.1], [-0.1, -0.1, -0.1]], "lumo_energy_ev": -2.534, "e_tot_ev": -181802.7702}